(1)
Entry from OMol25: C10H23IrO4S4Si as an isolated structure in a non-equilibrium geometry (the ωB97M-V functional and the def2-TZVPD basis).

As for the frontier orbital gap: 7.85 eV. As for the net charge: 0. As for the HOMO energy: -8.021 eV.

Each line ends with the natural charge from an NBO analysis.
Geometry (Å):
Ir: 0.262266 -0.598809 0.078066  0.77
C: -0.549589 2.904753 0.452150  -0.56
C: -1.710168 1.918365 0.613554  -0.55
S: -1.711616 0.439115 -0.457674  0.51
C: -1.644329 1.268003 -2.060662  -0.57
C: -0.624166 0.618851 -2.948215  -0.57
S: 0.992479 0.498554 -2.216573  0.38
C: 1.461251 2.252795 -2.120507  -0.54
C: 2.000909 2.694982 -0.763356  -0.58
S: 1.062956 2.106111 0.624182  0.34
H: -0.650918 3.655456 1.236107  0.25
H: -0.588436 3.431048 -0.502552  0.20
H: -2.660733 2.426862 0.435313  0.23
H: -1.716678 1.500396 1.614091  0.30
H: -1.468081 2.327721 -1.897775  0.22
H: -2.624452 1.169720 -2.529473  0.25
H: -0.558160 1.119644 -3.915873  0.24
H: -0.899329 -0.417000 -3.145205  0.26
H: 0.582853 2.833898 -2.401902  0.21
H: 2.221974 2.417157 -2.883546  0.24
H: 2.114864 3.779716 -0.742150  0.23
H: 2.988553 2.260577 -0.595011  0.25
O: 1.044615 -1.172569 3.835671  -0.91
S: 0.628520 -0.755266 2.544484  2.51
O: -0.181550 0.466363 2.475563  -1.04
O: 1.810734 -0.648786 1.506337  -0.97
O: -0.165015 -1.794725 1.703578  -0.90
C: 2.659598 -2.619013 -1.538259  -1.13
Si: 0.941532 -3.020916 -2.141489  1.63
C: 0.791010 -2.615183 -3.967963  -1.12
C: 0.652566 -4.853411 -1.955842  -1.11
C: -0.371439 -2.131708 -1.128838  -1.04
H: 3.367473 -3.373247 -1.892624  0.24
H: 2.694923 -2.609335 -0.445075  0.26
H: 3.004255 -1.642662 -1.885546  0.23
H: 1.429015 -3.282839 -4.554091  0.24
H: 1.099707 -1.593660 -4.200910  0.23
H: -0.236509 -2.754196 -4.318567  0.23
H: 1.342132 -5.430037 -2.578123  0.23
H: -0.368132 -5.133422 -2.227852  0.23
H: 0.811566 -5.152354 -0.915952  0.24
H: -1.239505 -1.836808 -1.729082  0.18
H: -0.750248 -2.863741 -0.405009  0.24

Cartesian forces, eV/Å:
Ir -0.0870 1.5932 -2.4314
C -0.1505 -0.1500 -0.1161
C -0.0528 0.1209 -0.1122
S -0.2904 -0.2704 0.6878
C -0.3556 -0.0813 -0.2606
C -0.1188 -0.1054 -0.5145
S 0.6759 -0.4770 1.0231
C 0.0124 0.1177 -0.1458
C -0.0539 -0.0763 -0.3613
S 0.0828 0.1268 0.9766
H -0.0205 0.0148 -0.0095
H -0.0213 0.0212 0.0284
H -0.0072 -0.0330 -0.0533
H -0.0196 0.0231 0.0459
H 0.1132 -0.0017 -0.0783
H -0.0468 0.0262 0.1049
H 0.0624 0.0489 0.0444
H -0.0033 0.0255 -0.0779
H 0.0211 0.0348 0.0335
H -0.0437 0.0099 -0.0549
H 0.0099 -0.0015 -0.0724
H 0.0021 0.0278 0.0062
O -0.0077 -0.2641 0.0338
S 0.5453 -0.3870 -0.7841
O 0.5129 0.0375 0.9961
O -0.2474 -0.0763 0.7116
O -0.4731 0.6012 0.2175
C 0.1522 0.0238 0.0961
Si -0.0550 0.0053 0.0399
C -0.0102 0.0766 -0.1628
C 0.0032 -0.2057 0.0902
C -0.0231 -0.5104 0.3427
H 0.0093 0.0329 0.0008
H 0.0159 -0.0193 -0.0228
H 0.0045 -0.0329 0.0030
H -0.0253 0.0083 0.0235
H -0.0150 -0.0048 -0.0128
H 0.0357 -0.0067 -0.0059
H -0.0290 0.0060 0.0086
H 0.0224 0.0070 -0.0118
H -0.0216 -0.0121 -0.0315
H -0.0231 -0.2167 -0.0697
H -0.0790 -0.0569 -0.1248

***

(2)
Entry from OMol25: one molecule with the formula C16H23N3O4S in a non-equilibrium geometry (the ωB97M-V functional and the def2-TZVPD basis).

As for the frontier orbital gap: 4.68 eV. As for the net charge: 0. As for the HOMO energy: -5.813 eV.

Each line ends with the natural charge from an NBO analysis.
Geometry (Å):
C: -3.493393 -1.727424 4.115118  -0.63
C: -2.645296 -1.809523 2.839510  -0.07
O: -1.949287 -0.513132 2.688359  -0.57
C: -1.258045 -0.420027 1.521052  0.78
C: -0.297625 0.734653 1.648742  -0.28
C: 0.363338 0.783098 0.339872  -0.03
C: 1.322548 1.882318 0.067765  -0.67
N: 0.220626 -0.113012 -0.695778  -0.12
N: 1.088636 -0.289574 -1.649426  -0.49
C: 0.759427 -1.261834 -2.608985  0.76
N: 1.934123 -1.487822 -3.359013  -0.62
C: 2.060386 -2.312075 -4.463248  0.18
C: 3.240095 -2.313635 -5.251625  -0.27
C: 3.308506 -3.089110 -6.412305  -0.20
C: 2.238474 -3.895670 -6.825982  -0.26
C: 1.085288 -3.929572 -6.036001  -0.19
C: 1.007838 -3.148079 -4.892721  -0.27
O: -0.333217 -1.854767 -2.685570  -0.64
O: -1.407852 -1.305910 0.689780  -0.49
H: -4.057018 -2.624721 4.407825  0.23
H: -2.827119 -1.457467 4.939483  0.20
H: -4.194374 -0.886987 4.006834  0.21
H: -1.863625 -2.576031 2.887164  0.20
H: -3.249601 -1.972785 1.916130  0.21
H: 0.466512 0.603383 2.577931  0.17
H: 0.796030 2.870761 -0.051590  0.21
H: 2.032436 1.954688 0.946871  0.17
H: 1.924675 1.605431 -0.851900  0.26
H: 2.698267 -0.851956 -3.098036  0.42
H: 4.074495 -1.691023 -4.955371  0.20
H: 4.197589 -3.085064 -7.034162  0.21
H: 2.297623 -4.487052 -7.742752  0.21
H: 0.230125 -4.571546 -6.327416  0.21
H: 0.106469 -3.104827 -4.271004  0.27
C: -1.711900 4.826558 3.408021  -0.81
S: -0.551096 3.548431 2.826558  1.78
C: 0.531368 3.335459 4.240233  -0.86
C: -1.107520 1.900558 2.365427  -0.69
O: 0.175850 4.177616 1.709509  -0.88
H: -2.128033 4.568427 4.399096  0.25
H: -1.229596 5.820786 3.530761  0.29
H: -2.523349 4.843061 2.670860  0.27
H: -0.035670 3.277354 5.179196  0.25
H: 1.055903 2.371597 4.123979  0.28
H: 1.198894 4.213222 4.374970  0.28
H: -1.629569 1.491945 3.240054  0.28
H: -1.922335 1.971281 1.551784  0.30

Cartesian forces, eV/Å:
C 0.3895 0.8210 -0.1521
C -0.5656 0.2507 -0.3784
O -1.0201 -0.9719 0.7841
C -1.0530 -3.6075 0.2225
C 2.6552 -0.9846 0.6766
C 1.5718 0.5059 -3.7916
C 1.3693 0.4899 0.3999
N -0.8144 -0.4268 1.6933
N 0.3665 1.8078 0.6513
C -1.4319 -0.6448 1.5193
N -0.5619 0.3891 0.4120
C 0.2917 -0.6168 -1.4676
C -0.6863 -0.2018 0.1501
C -0.4035 -0.2230 0.0143
C -0.0158 0.1326 0.3201
C 0.1162 -0.1244 -0.2988
C -0.5649 0.3361 0.8046
O 2.1831 0.8918 -0.6313
O 0.3666 2.3127 1.8242
H 0.3531 0.1536 -0.4908
H -0.0950 -0.1478 0.0852
H 0.0083 -0.3153 0.0396
H -0.2508 0.0941 -0.0369
H 0.4551 0.0315 0.8297
H -0.9250 -0.7937 -2.0044
H 0.7265 -0.8807 -0.0019
H -0.3357 0.3773 -0.7490
H -0.7344 0.5411 1.0956
H -0.6922 -0.5814 -0.2482
H 0.0862 0.0271 -0.0391
H 0.0553 0.1567 0.1877
H 0.0777 0.2107 0.3139
H 0.6090 0.5376 0.2613
H 0.3449 -0.2582 -0.4454
C -1.0024 -0.6068 0.7095
S 2.4659 1.3775 -1.9290
C -0.0317 -0.3323 0.8070
C -3.6133 0.6727 -1.6989
O -0.9324 -0.5636 1.4292
H 0.1172 -0.1892 -0.5219
H 0.2345 -0.9175 -0.5911
H 0.2611 0.1934 0.1320
H -0.2224 -0.1480 -0.3757
H 0.0619 0.6058 -0.1598
H -0.3240 -0.6042 -0.7145
H 0.3911 0.0773 -0.0290
H 0.7186 1.1461 1.3924

***

(3)
Entry from OMol25: a 3-piece molecular cluster, C5H17N2O overall in a non-equilibrium geometry (the ωB97M-V functional and the def2-TZVPD basis).

As for the frontier orbital gap (spin up / spin down): 8.96 / 8.16 eV. As for the net charge: 0. The expectation value of S² is 0.75. As for the spin multiplicity: 2. As for the HOMO energy (spin up / spin down): -8.098 / -8.143 eV.

Each line ends with the Löwdin spin population.
Geometry (Å):
N: 1.319803 -0.906637 0.578052  0.12
C: 1.041735 0.158219 -0.344281  0.63
C: 0.590059 1.468150 0.266070  0.06
C: 1.830840 2.405962 0.752755  0.04
C: -0.283009 2.438718 -0.563312  0.01
C: -2.874175 -0.876905 -1.887314  0.00
N: -1.707073 -1.038685 -1.078715  0.03
H: 1.499381 -1.769569 0.081015  0.00
H: 2.172823 -0.667116 1.205494  0.04
H: -3.176100 -1.820799 -2.361047  0.00
H: 1.873688 0.200527 -1.162408  0.03
H: 0.037520 1.170583 1.250738  0.00
H: 1.330248 3.375419 1.045106  0.01
H: 2.478905 2.639501 -0.047381  0.00
H: 2.354963 2.075459 1.756940  0.00
H: -0.935478 2.914717 0.106532  0.00
H: -0.856108 1.776007 -1.290285  0.00
H: 0.327668 3.140456 -1.192324  0.00
H: -3.692353 -0.520448 -1.301999  0.00
H: -2.706032 -0.026103 -2.687889  0.00
H: -0.862752 -0.568973 -0.827919  0.02
H: -1.732718 -1.908661 -0.564276  0.00
H: 0.477101 -2.030339 1.861858  0.00
H: 0.415951 -3.211971 2.884419  0.00
O: 0.233935 -3.089538 1.925571  0.00

Cartesian forces, eV/Å:
N 1.0970 1.1266 1.0581
C 2.4915 0.6567 -0.4020
C 0.9495 0.4780 2.2735
C -1.9449 -0.4413 3.0250
C 0.8098 -2.5787 -2.4476
C 0.9879 2.4159 -1.7919
N -0.0313 -2.5031 1.0490
H 0.3177 -0.0182 0.0682
H -1.7443 -0.5845 -1.3219
H 0.2566 0.3351 -0.1307
H -1.9440 0.1492 0.7825
H 0.7101 0.5157 -1.7748
H 0.5630 -0.8663 -0.2623
H 0.9994 -0.0614 -0.7733
H -0.7212 0.2784 -2.2858
H -0.9046 0.9774 0.5463
H 0.2419 1.1347 0.8122
H -0.5614 -0.5170 0.7741
H -0.9503 0.2386 0.4273
H -0.2968 -1.8723 1.2311
H -0.2103 1.1249 -0.8294
H 0.0629 0.1663 0.0065
H -1.0164 -3.4978 -0.4425
H -0.3143 -0.3373 -0.8814
O 1.1524 3.6803 1.2898

***

(4)
Entry from OMol25: C38H36IrN4PS as an isolated structure (the ωB97M-V functional and the def2-TZVPD basis).

As for the frontier orbital gap (spin up / spin down): 3.17 / 3.17 eV. As for the net charge: -2. As for the HOMO energy (spin up / spin down): 1.092 / 1.091 eV.

Each line ends with the Mulliken charge.
Geometry (Å):
Ir: -0.481273 1.039730 0.419069  1.17
C: 0.622939 2.176611 -0.444219  -2.16
C: 1.587097 2.931086 -1.028589  1.72
C: 1.958451 4.259666 -0.532915  -0.54
C: 2.800871 5.085172 -1.233626  -0.44
C: 3.396724 4.724270 -2.455387  -0.80
C: 3.118949 3.421601 -2.915300  -0.33
C: 2.284768 2.557116 -2.258345  -0.55
H: 1.568795 4.584320 0.425901  0.27
H: 3.029306 6.058442 -0.800916  0.33
H: 4.066327 5.388414 -2.987041  0.32
H: 3.581476 3.077786 -3.839748  0.32
H: 2.078399 1.584049 -2.689249  0.29
C: 2.157926 -1.729113 4.050786  -1.11
N: 1.358836 -1.593803 2.853708  0.34
C: 2.172803 -1.075505 1.761659  -0.77
C: 0.118450 -0.817740 3.057194  -1.54
C: 0.280176 0.675613 3.290544  1.37
C: 0.584365 1.081260 4.590698  -0.28
C: 0.768702 2.414442 4.928055  -0.82
C: 0.617122 3.364845 3.927761  -0.84
C: 0.284395 2.973257 2.640339  -0.34
C: 0.104084 1.630643 2.249038  -0.26
H: 2.983689 -2.420569 3.854768  0.30
H: 1.551550 -2.137373 4.864716  0.30
H: 2.595369 -0.776968 4.392852  0.36
H: 2.907684 -1.830218 1.460852  0.41
H: 2.706587 -0.152909 2.037219  0.43
H: 1.533468 -0.818973 0.918300  -0.12
H: -0.382343 -1.263156 3.925209  0.73
H: -0.514225 -0.985823 2.185673  -0.08
H: 0.669264 0.322069 5.364244  0.33
H: 1.008657 2.702341 5.946040  0.31
H: 0.743357 4.420078 4.152611  0.40
H: 0.147590 3.742599 1.889229  0.07
S: -3.466997 2.106302 0.981644  -0.40
C: -3.012256 3.641666 0.557406  0.45
N: -1.888269 3.809629 -0.217508  0.28
C: -1.433764 4.989508 -0.633544  0.12
C: -2.118059 6.135923 -0.321331  -0.85
C: -3.237898 5.938471 0.508502  0.03
N: -3.677938 4.784818 0.944998  -0.63
H: -1.212714 2.968892 -0.232718  -0.41
H: -0.498692 4.961932 -1.183770  0.43
H: -1.786797 7.112198 -0.637985  0.39
H: -3.798357 6.811626 0.844342  0.36
N: -1.311068 -0.753285 -0.154812  -0.26
P: -1.010570 -2.033817 -0.922416  1.66
C: -1.933645 -2.193475 -2.506943  -0.24
C: -1.716804 -3.197062 -3.446288  -0.19
C: -2.452848 -3.227464 -4.621984  -0.67
C: -3.406604 -2.246191 -4.868473  -0.39
C: -3.618837 -1.237288 -3.939163  -0.57
C: -2.884659 -1.211111 -2.760091  -0.67
C: 0.712549 -2.354696 -1.480604  0.18
C: 1.445365 -1.230294 -1.864137  -0.08
C: 2.778194 -1.347848 -2.228823  -0.38
C: 3.394228 -2.593586 -2.220683  -0.56
C: 2.673690 -3.717931 -1.843611  -0.71
C: 1.340487 -3.597172 -1.471101  -0.33
C: -1.429717 -3.574678 -0.030448  -0.16
C: -0.694655 -3.851417 1.125967  -0.04
C: -1.020738 -4.942450 1.915401  -0.99
C: -2.088685 -5.764170 1.572593  -0.46
C: -2.832678 -5.485403 0.436788  -0.66
C: -2.504336 -4.393978 -0.360089  -0.63
H: -0.960407 -3.952599 -3.260605  0.35
H: -2.279026 -4.010104 -5.351696  0.37
H: -3.975602 -2.263591 -5.790995  0.36
H: -4.351666 -0.463738 -4.135827  0.40
H: -3.012490 -0.429704 -2.015572  0.51
H: 0.980164 -0.251264 -1.806424  -0.07
H: 3.339578 -0.457004 -2.483764  0.46
H: 4.440142 -2.683229 -2.491036  0.38
H: 3.152763 -4.690604 -1.820940  0.36
H: 0.793344 -4.479196 -1.156290  0.37
H: 0.117479 -3.196065 1.432175  0.54
H: -0.445265 -5.140796 2.812265  0.43
H: -2.347169 -6.610802 2.198509  0.34
H: -3.675764 -6.113135 0.171124  0.39
H: -3.093340 -4.179076 -1.243175  0.35

Cartesian forces, eV/Å:
Ir 0.4345 -0.4473 -0.4622
C -0.0476 0.0922 0.2101
C 0.0940 0.0575 -0.1282
C -0.0468 -0.0793 0.0439
C 0.0479 0.0761 -0.0153
C -0.0611 -0.0444 0.0537
C 0.0210 -0.0043 -0.0621
C -0.0367 -0.0442 0.0677
H 0.0068 -0.0098 -0.0273
H -0.0078 -0.0100 -0.0053
H -0.0031 -0.0027 0.0135
H -0.0134 -0.0019 0.0186
H 0.0114 -0.0202 -0.0036
C 0.0035 -0.0057 -0.0016
N -0.0131 0.0100 -0.0158
C -0.0115 0.0194 0.0311
C 0.0602 0.0141 0.0322
C -0.0605 -0.0027 -0.0697
C 0.0165 0.0579 0.0348
C -0.0138 -0.0544 -0.0228
C -0.0099 0.0018 0.0022
C 0.0045 0.0885 -0.0802
C 0.0297 -0.0242 0.1544
H -0.0124 -0.0066 0.0012
H 0.0023 -0.0012 -0.0042
H 0.0073 0.0036 0.0020
H -0.0138 0.0054 -0.0015
H -0.0033 0.0039 -0.0020
H -0.0149 -0.0209 -0.0572
H -0.0014 -0.0034 -0.0171
H 0.0042 -0.0030 -0.0272
H -0.0086 0.0057 0.0065
H 0.0012 -0.0037 -0.0034
H -0.0062 -0.0146 -0.0170
H 0.0231 -0.0182 0.0422
S -0.4235 -0.1019 0.2046
C -0.0406 0.4379 -0.0028
N 0.2464 0.0373 0.2640
C 0.0978 0.0815 -0.0684
C -0.1259 -0.2728 0.0873
C -0.0123 0.1318 -0.0374
N -0.0033 -0.0694 -0.1196
H -0.1548 -0.0823 -0.1984
H 0.0125 -0.0479 0.0069
H -0.0105 0.0018 0.0001
H -0.0082 -0.0423 0.0180
N -0.0439 0.1789 0.0078
P 0.1012 0.0626 -0.0300
C -0.0542 0.0783 0.0549
C 0.0196 -0.0013 -0.0043
C -0.0057 -0.0124 -0.0165
C 0.0075 0.0003 0.0076
C -0.0108 0.0004 -0.0140
C 0.0123 0.0250 0.0284
C 0.0594 0.1048 0.0323
C 0.0292 -0.0250 0.0646
C 0.0133 -0.0128 0.0133
C -0.0140 0.0291 -0.0015
C 0.0072 -0.0247 -0.0051
C -0.0544 -0.0547 -0.0390
C -0.0236 -0.0152 0.1015
C -0.0595 0.0117 0.0038
C 0.0288 0.0062 0.0397
C -0.0026 -0.0044 0.0014
C -0.0108 -0.0128 -0.0057
C 0.0550 -0.0250 -0.0171
H -0.0053 0.0004 -0.0094
H 0.0048 0.0000 0.0022
H -0.0001 -0.0048 -0.0005
H 0.0040 -0.0028 0.0078
H -0.0035 -0.0119 -0.0148
H -0.0028 -0.0067 -0.0104
H -0.0099 0.0084 -0.0155
H 0.0000 -0.0039 0.0014
H -0.0006 0.0060 -0.0036
H 0.0092 0.0158 0.0009
H -0.0031 -0.0146 -0.0104
H -0.0036 0.0033 -0.0068
H 0.0041 -0.0007 -0.0066
H 0.0021 0.0069 -0.0001
H -0.0088 0.0082 -0.0005

***

For each record above, in turn, the calculated calculated total energy values are -72990.458 -40453.095 -10484.739 -68910.245 eV.